(1)
A structure of composition C22H40N10OPt at a distorted geometry. Source: the OMol25 dataset; level of theory: the ωB97M-V functional and the def2-TZVPD basis.

Geometry as ORCA input:
```
! RIJCOSX wB97M-V def2-TZVPD def2/J DEFGRID3
* xyz 2 3
Pt 9.7500 9.7827 9.6797
C 9.5071 11.7859 12.4850
N 10.6687 10.9994 12.7938
C 11.6434 11.4458 13.8361
C 12.7802 10.4513 13.6587
N 12.2836 9.4729 12.7662
C 13.0471 8.3074 12.4571
C 11.0256 9.7976 12.2430
N 10.3565 8.9662 11.4031
C 9.5257 7.8809 11.9517
C 8.0270 8.1165 11.5628
N 7.9936 8.7854 10.2633
C 7.0346 8.5208 9.3831
N 7.1742 7.8433 8.2008
C 8.3132 7.0276 7.7822
C 5.9126 7.6150 7.5852
C 5.0631 8.7555 8.1474
N 5.8255 9.1951 9.2931
C 5.1426 9.8814 10.3927
H 9.8445 12.8067 12.3643
H 8.8647 11.7969 13.4180
H 8.9557 11.3542 11.6297
H 11.1025 11.4363 14.8493
H 11.9563 12.4928 13.6855
H 13.0886 9.8940 14.6074
H 13.7908 10.9043 13.3017
H 13.9705 8.3323 13.0588
H 13.2953 8.2251 11.3778
H 12.4802 7.3787 12.6182
H 9.6844 7.7708 13.0509
H 9.9183 6.9126 11.4827
H 7.5281 8.6620 12.3505
H 7.5818 7.1289 11.5380
H 9.3202 7.4314 8.0925
H 8.2359 6.7517 6.7142
H 8.2275 6.0442 8.2838
H 5.5510 6.6721 7.9916
H 5.9935 7.5700 6.4643
H 4.0127 8.5009 8.3080
H 5.0258 9.6829 7.4805
H 4.3685 10.5618 9.9879
H 5.8289 10.4678 11.0636
H 4.7175 9.1860 11.0990
C 13.0781 13.9811 9.3111
N 12.9517 12.5381 9.2844
C 14.0048 11.8208 8.9537
C 13.8979 10.5225 8.5053
C 12.6401 9.9119 8.6626
N 11.6183 10.6341 9.2641
C 11.6990 11.9951 9.4483
O 10.7004 12.6738 9.7728
N 12.4354 8.6651 8.2035
H 13.2254 14.4033 10.3188
H 12.2126 14.4259 8.8217
H 13.9429 14.2358 8.7244
H 14.9448 12.3689 8.9445
H 14.7579 10.0900 7.9618
H 13.0517 8.1979 7.5061
H 11.4479 8.3165 8.1808
C 9.0230 11.2030 4.6886
C 8.7386 12.1322 5.8559
C 7.3891 12.8073 5.7824
C 9.8747 13.1955 5.9811
C 8.7257 11.2362 7.1572
N 9.0582 10.5744 8.0573
H 9.0926 11.7469 3.7088
H 8.1735 10.4941 4.6649
H 9.9713 10.6726 4.8494
H 7.2484 13.2938 4.8634
H 7.3224 13.5691 6.5522
H 6.5853 12.0273 5.9247
H 9.8042 13.8612 5.1350
H 10.8276 12.7700 6.1390
H 9.7017 13.8790 6.8090
*
```

Output
ΔE to the lowest compared entry with this formula, charge and spin, eV: 1.348
Calculated total energy, Ha: -1603.81358
HOMO-LUMO gap (spin up / spin down), eV: 5.64 / 6.10
Lowest unoccupied orbital energy (spin up / spin down), eV: -4.9 / -7.3
Expectation value of S²: 2.0128

---

(2)
A structure of composition C22H41BCuN6OSb. Source: the OMol25 dataset; level of theory: the ωB97M-V functional and the def2-TZVPD basis.

Geometry as ORCA input:
```
! RIJCOSX wB97M-V def2-TZVPD def2/J DEFGRID3
* xyz 0 1
Cu -2.2709 0.6983 0.0328
C -0.6408 1.7169 3.2144
C -0.4469 0.3431 2.6598
C 0.2835 -0.7307 3.1931
C 0.1139 -1.7671 2.2937
C 0.6875 -3.1443 2.3342
N -0.6772 -1.3181 1.3003
N -1.0186 -0.0246 1.5224
B -1.1342 -2.0557 0.0122
N -2.6782 -2.1425 -0.0247
N -3.4410 -1.0212 -0.0118
C -4.7076 -1.4050 -0.0189
C -5.8077 -0.3957 -0.0123
C -4.7775 -2.8085 -0.0371
C -3.4659 -3.2370 -0.0404
C -2.9416 -4.6349 -0.0550
N -0.6077 -1.3008 -1.2393
N -0.9868 -0.0231 -1.4845
C -0.3136 0.3914 -2.5469
C -0.5245 1.7615 -3.1021
C 0.5310 -0.6357 -3.0053
C 0.3136 -1.6933 -2.1434
C 0.9599 -3.0383 -2.1299
H -0.0370 1.8549 4.1102
H -1.6873 1.8827 3.4766
H -0.3505 2.4720 2.4804
H 0.8559 -0.7503 4.1061
H 1.2650 -3.2679 3.2486
H 1.3474 -3.3243 1.4836
H -0.0929 -3.9055 2.3120
H -0.6794 -3.1631 0.0166
H -5.3888 0.6001 0.1344
H -6.5179 -0.5955 0.7906
H -6.3585 -0.4070 -0.9545
H -5.6604 -3.4260 -0.0455
H -3.7776 -5.3318 -0.0726
H -2.3368 -4.8450 0.8280
H -2.3199 -4.8204 -0.9316
H -1.3169 2.2626 -2.5456
H -0.8099 1.7145 -4.1540
H 0.3789 2.3695 -3.0268
H 1.1993 -0.6165 -3.8509
H 1.6424 -3.1200 -2.9741
H 0.2226 -3.8384 -2.2001
H 1.5298 -3.1937 -1.2121
C -2.2890 3.7452 0.1818
O -3.1126 2.6328 -0.1947
H -2.7663 4.6874 -0.0922
H -1.2989 3.6729 -0.2711
H -2.1858 3.7013 1.2628
H -3.3592 2.7247 -1.1191
C 3.5269 -0.4533 -0.5016
C 2.2965 0.0659 0.2336
Sb 1.7771 2.1484 -0.0130
C 2.9413 2.5858 -1.7992
C 4.4396 2.8348 -1.6466
C 3.1397 2.9789 1.4631
C 4.3504 2.1380 1.8602
H 3.6242 -1.5360 -0.3757
H 4.4463 -0.0001 -0.1298
H 3.4619 -0.2587 -1.5736
H 2.3762 -0.0939 1.3108
H 1.4088 -0.4753 -0.0865
H 2.4645 3.4619 -2.2449
H 2.7532 1.7506 -2.4792
H 4.6436 3.6291 -0.9271
H 4.8812 3.1376 -2.5997
H 4.9642 1.9408 -1.3125
H 2.5173 3.1777 2.3387
H 3.4480 3.9550 1.0796
H 4.0488 1.1532 2.2204
H 4.9156 2.6204 2.6620
H 5.0304 1.9891 1.0230
*
```

Output
Calculated total energy, Ha: -3172.33906
HOMO-LUMO gap, eV: 8.11
Lowest unoccupied orbital energy, eV: 0.5

---

(3)
A structure of composition C22H41Cl2FN2O4Sb at a distorted geometry. Source: the OMol25 dataset; level of theory: the ωB97M-V functional and the def2-TZVPD basis.

Geometry as ORCA input:
```
! RIJCOSX wB97M-V def2-TZVPD def2/J DEFGRID3
* xyz -1 1
C -1.4642 -2.1779 2.6902
O -0.8220 -3.1181 1.8027
C -1.7887 -3.9479 1.0982
C -1.3563 -4.1944 -0.4287
C -0.8390 -2.8230 -1.0834
C -1.8557 -1.5666 -0.8349
C -1.7519 -0.6383 -2.1412
Sb -3.2778 0.9707 -2.2411
F -2.6079 1.3837 -4.1498
C -1.6891 2.3722 -1.5194
C -1.6511 2.2347 0.0757
C -0.2939 2.7264 0.7824
C 1.0518 2.2691 0.0632
C 2.1653 3.3310 -0.1199
C 3.4981 3.0316 -0.8393
C 3.7495 1.6190 -1.4168
C 2.6600 0.5338 -1.2161
C 1.3070 0.8333 -0.4883
O -4.6528 -0.3824 -3.0382
N -4.2619 -0.6991 -4.2858
O -4.8343 -1.7372 -4.5672
C -4.7918 2.5549 -2.4654
Cl -6.4220 1.7730 -2.9468
C -5.1143 3.4750 -1.2022
C -4.0846 4.7282 -1.0134
Cl -5.3741 2.6030 0.3898
H -0.9164 -2.1682 3.7052
H -2.5565 -2.4228 2.9165
H -1.4153 -1.0878 2.3009
H -2.8439 -3.4926 1.0761
H -1.7678 -4.9760 1.6194
H -2.1846 -4.6869 -1.0664
H -0.4695 -4.9314 -0.4678
H -0.8176 -2.9920 -2.2269
H 0.2302 -2.5960 -0.7433
H -1.4326 -1.0422 0.1043
H -2.9209 -1.9073 -0.5922
H -0.6723 -0.2447 -2.1990
H -1.8932 -1.3129 -3.0552
H -3.7549 0.5252 -0.6236
H -0.7163 1.9619 -1.9924
H -1.7996 3.4349 -1.9162
H -1.7866 1.1259 0.3620
H -2.5135 2.7957 0.5676
H -0.2652 3.8515 0.9655
H -0.2794 2.2349 1.8326
H 1.9804 4.3776 0.2871
H 4.2936 3.8393 -0.9467
H 4.7526 1.4417 -1.9513
H 2.8712 -0.4964 -1.6640
H 0.5411 -0.0002 -0.3800
H -4.4611 3.2377 -3.3322
H -6.1238 3.9895 -1.4369
H -4.7126 5.6965 -0.9181
H -3.4739 4.6607 -0.0553
H -3.4426 4.8850 -1.9587
C 6.0300 -1.0344 3.3853
C 4.9073 -0.5564 2.4674
C 3.7034 -1.5198 2.4162
O 3.9128 -2.6764 1.6102
C 4.5983 -3.7307 2.2623
N 5.4570 -0.3078 1.1303
H 6.6079 -1.8524 2.9504
H 6.7319 -0.2184 3.5810
H 5.6340 -1.3684 4.3483
H 4.5468 0.3954 2.8721
H 2.8685 -0.9869 1.9493
H 3.3678 -1.8021 3.4216
H 4.3437 -3.7939 3.3243
H 5.6771 -3.6140 2.1356
H 4.3104 -4.6685 1.7818
H 4.7245 0.0968 0.5484
H 5.6314 -1.2170 0.7007
*
```

Output
ΔE to the lowest compared entry with this formula, charge and spin, eV: 0.000
Calculated total energy, Ha: -2533.51094
HOMO-LUMO gap, eV: 7.49
Lowest unoccupied orbital energy, eV: 2.4

---

Repeat the first record exactly.
A structure of composition C22H40N10OPt at a distorted geometry. Source: the OMol25 dataset; level of theory: the ωB97M-V functional and the def2-TZVPD basis.

Geometry as ORCA input:
```
! RIJCOSX wB97M-V def2-TZVPD def2/J DEFGRID3
* xyz 2 3
Pt 9.7500 9.7827 9.6797
C 9.5071 11.7859 12.4850
N 10.6687 10.9994 12.7938
C 11.6434 11.4458 13.8361
C 12.7802 10.4513 13.6587
N 12.2836 9.4729 12.7662
C 13.0471 8.3074 12.4571
C 11.0256 9.7976 12.2430
N 10.3565 8.9662 11.4031
C 9.5257 7.8809 11.9517
C 8.0270 8.1165 11.5628
N 7.9936 8.7854 10.2633
C 7.0346 8.5208 9.3831
N 7.1742 7.8433 8.2008
C 8.3132 7.0276 7.7822
C 5.9126 7.6150 7.5852
C 5.0631 8.7555 8.1474
N 5.8255 9.1951 9.2931
C 5.1426 9.8814 10.3927
H 9.8445 12.8067 12.3643
H 8.8647 11.7969 13.4180
H 8.9557 11.3542 11.6297
H 11.1025 11.4363 14.8493
H 11.9563 12.4928 13.6855
H 13.0886 9.8940 14.6074
H 13.7908 10.9043 13.3017
H 13.9705 8.3323 13.0588
H 13.2953 8.2251 11.3778
H 12.4802 7.3787 12.6182
H 9.6844 7.7708 13.0509
H 9.9183 6.9126 11.4827
H 7.5281 8.6620 12.3505
H 7.5818 7.1289 11.5380
H 9.3202 7.4314 8.0925
H 8.2359 6.7517 6.7142
H 8.2275 6.0442 8.2838
H 5.5510 6.6721 7.9916
H 5.9935 7.5700 6.4643
H 4.0127 8.5009 8.3080
H 5.0258 9.6829 7.4805
H 4.3685 10.5618 9.9879
H 5.8289 10.4678 11.0636
H 4.7175 9.1860 11.0990
C 13.0781 13.9811 9.3111
N 12.9517 12.5381 9.2844
C 14.0048 11.8208 8.9537
C 13.8979 10.5225 8.5053
C 12.6401 9.9119 8.6626
N 11.6183 10.6341 9.2641
C 11.6990 11.9951 9.4483
O 10.7004 12.6738 9.7728
N 12.4354 8.6651 8.2035
H 13.2254 14.4033 10.3188
H 12.2126 14.4259 8.8217
H 13.9429 14.2358 8.7244
H 14.9448 12.3689 8.9445
H 14.7579 10.0900 7.9618
H 13.0517 8.1979 7.5061
H 11.4479 8.3165 8.1808
C 9.0230 11.2030 4.6886
C 8.7386 12.1322 5.8559
C 7.3891 12.8073 5.7824
C 9.8747 13.1955 5.9811
C 8.7257 11.2362 7.1572
N 9.0582 10.5744 8.0573
H 9.0926 11.7469 3.7088
H 8.1735 10.4941 4.6649
H 9.9713 10.6726 4.8494
H 7.2484 13.2938 4.8634
H 7.3224 13.5691 6.5522
H 6.5853 12.0273 5.9247
H 9.8042 13.8612 5.1350
H 10.8276 12.7700 6.1390
H 9.7017 13.8790 6.8090
*
```

Output
ΔE to the lowest compared entry with this formula, charge and spin, eV: 1.348
Calculated total energy, Ha: -1603.81358
HOMO-LUMO gap (spin up / spin down), eV: 5.64 / 6.10
Lowest unoccupied orbital energy (spin up / spin down), eV: -4.9 / -7.3
Expectation value of S²: 2.0128